# C48H86O22

A 12-piece molecular cluster, C48H86O22 overall (wB97M-V/def2-TZVPD, the OMol25 dataset).

```
156
C48H86O22, DFT wB97M-V/def2-TZVPD
C 5.80 -2.21 -1.22
C 4.83 -2.03 -0.11
C 3.73 -3.03 -0.18
O 3.51 -3.21 1.21
C 4.72 -2.99 1.84
O 4.93 -3.17 2.95
O 5.54 -2.43 1.06
H 6.52 -1.42 -0.99
H 5.23 -2.00 -2.12
H 6.30 -3.18 -1.18
H 4.37 -1.04 -0.13
H 4.02 -3.87 -0.81
H 2.98 -2.38 -0.63
C -1.87 -1.61 -6.94
C -2.34 -0.95 -5.68
C -3.86 -1.04 -5.42
O -3.91 -0.95 -3.99
C -2.73 -1.35 -3.50
O -2.50 -1.76 -2.37
O -1.89 -1.57 -4.48
H -2.07 -0.90 -7.74
H -2.41 -2.55 -7.04
H -0.81 -1.74 -6.70
H -2.12 0.10 -5.47
H -4.46 -1.88 -5.76
H -4.34 -0.19 -5.90
C -4.74 -3.66 -0.37
C -3.76 -3.24 0.74
C -3.25 -1.78 0.58
O -3.69 -1.25 1.83
C -4.20 -2.14 2.66
O -4.68 -1.71 3.75
O -4.35 -3.28 2.05
H -4.99 -4.71 -0.23
H -4.52 -3.41 -1.41
H -5.67 -3.09 -0.25
H -2.93 -3.95 0.69
H -3.90 -1.27 -0.13
H -2.24 -2.05 0.25
C -4.99 1.70 1.76
C -4.66 2.13 0.29
C -3.47 1.61 -0.37
O -3.93 1.36 -1.73
C -5.29 1.34 -1.77
O -6.02 0.89 -2.66
O -5.73 1.86 -0.52
H -5.61 2.48 2.20
H -4.13 1.47 2.38
H -5.32 0.66 1.77
H -4.61 3.22 0.23
H -2.99 0.66 -0.15
H -2.57 2.22 -0.27
C 3.49 -0.69 -4.33
C 2.55 -1.59 -3.56
C 1.16 -1.67 -4.07
O 0.92 -3.05 -4.36
C 2.02 -3.80 -3.88
O 2.16 -5.04 -4.10
O 3.02 -2.98 -3.43
H 2.88 0.13 -4.71
H 4.18 -1.25 -4.97
H 4.26 -0.17 -3.76
H 2.51 -1.27 -2.52
H 1.13 -1.11 -5.00
H 0.54 -1.12 -3.36
C 2.02 3.23 -1.25
C 2.21 4.70 -0.92
C 3.40 4.80 -0.04
O 3.96 3.45 -0.08
C 3.37 2.63 -1.10
H 1.69 2.99 -2.26
H 1.36 2.66 -0.59
H 1.38 5.30 -0.55
H 2.46 5.25 -1.83
H 3.10 5.14 0.95
H 4.10 5.51 -0.49
H 3.30 1.58 -0.83
H 4.01 2.81 -1.96
C -0.15 5.41 1.39
C -0.48 5.38 2.90
C -1.87 4.73 2.86
O -2.42 5.36 1.67
C -1.42 5.74 0.72
H 0.21 4.44 1.05
H 0.61 6.17 1.26
H -0.71 6.37 3.29
H 0.29 4.94 3.54
H -2.34 5.00 3.80
H -1.83 3.68 2.58
H -1.53 6.79 0.47
H -1.48 5.26 -0.25
C 0.09 -0.98 0.78
C 0.86 -0.32 1.86
C 0.28 1.10 1.80
O -0.65 1.18 0.75
C -0.35 0.17 -0.16
H -0.81 -1.27 1.32
H 0.49 -1.88 0.32
H 1.91 -0.29 1.57
H 0.76 -0.58 2.92
H 1.04 1.84 1.56
H -0.14 1.35 2.77
H 0.48 0.45 -0.81
H -1.14 -0.23 -0.80
C 3.47 0.20 4.91
C 4.00 1.34 4.21
C 5.17 1.75 5.12
O 5.62 0.43 5.63
C 4.53 -0.52 5.76
H 2.94 -0.44 4.21
H 2.73 0.60 5.61
H 3.32 2.19 4.16
H 4.37 1.09 3.22
H 4.84 2.31 6.00
H 5.92 2.29 4.54
H 4.35 -0.79 6.80
H 4.80 -1.45 5.26
C -1.13 1.22 5.99
C -2.60 1.04 6.08
C -2.76 -0.29 6.83
O -1.44 -0.69 7.22
C -0.57 -0.15 6.27
H -0.72 1.90 6.73
H -0.90 1.66 5.02
H -3.13 1.02 5.12
H -2.93 1.86 6.72
H -3.07 -0.95 6.02
H -3.58 -0.38 7.55
H -0.59 -0.86 5.44
H 0.43 -0.14 6.70
C 0.33 -5.09 -0.48
C 1.40 -6.08 -0.37
C 0.67 -7.34 0.09
O -0.76 -7.11 -0.05
C -0.99 -5.91 -0.63
H 0.53 -4.57 -1.42
H 0.24 -4.48 0.42
H 2.11 -5.74 0.37
H 1.86 -6.47 -1.28
H 0.92 -7.44 1.15
H 0.89 -8.22 -0.51
H -1.84 -5.46 -0.11
H -1.10 -5.82 -1.71
C -1.72 2.91 -4.55
C -0.37 3.24 -5.28
C 0.36 1.87 -5.06
O -0.33 1.26 -3.98
C -1.22 2.10 -3.26
H -2.56 2.44 -5.05
H -2.13 3.85 -4.18
H 0.17 4.13 -4.95
H -0.43 3.45 -6.35
H 1.43 1.98 -4.90
H 0.16 1.14 -5.84
H -0.53 2.64 -2.62
H -1.96 1.46 -2.78
```

Values from the calculation:
Frontier orbital gap = 9.29 eV
E_HOMO = -0.3424 Eh
SMILES = C[C@H]1COC(=O)O1.C[C@H]1COC(=O)O1.C[C@H]1COC(=O)O1.C[C@H]1COC(=O)O1.C[C@H]1COC(=O)O1.C1CCOC1.C1CCOC1.C1CCOC1.C1CCOC1.C1CCOC1.C1CCOC1.C1CCOC1

Atomic partial charges in e from the Löwdin method, atoms 1 to 99:
1 C -0.01
2 C -0.35
3 C -0.12
4 O 0.07
5 C -0.65
6 O 0.21
7 O 0.15
8 H 0.10
9 H 0.08
10 H 0.11
11 H 0.16
12 H 0.15
13 H 0.11
14 C 0.01
15 C -0.32
16 C -0.07
17 O 0.07
18 C -0.56
19 O 0.12
20 O 0.08
21 H 0.10
22 H 0.10
23 H 0.09
24 H 0.13
25 H 0.14
26 H 0.14
27 C -0.01
28 C -0.27
29 C -0.09
30 O 0.05
31 C -0.54
32 O 0.08
33 O 0.13
34 H 0.09
35 H 0.08
36 H 0.09
37 H 0.12
38 H 0.12
39 H 0.11
40 C 0.02
41 C -0.36
42 C -0.09
43 O 0.03
44 C -0.43
45 O 0.12
46 O 0.07
47 H 0.09
48 H 0.07
49 H 0.08
50 H 0.15
51 H 0.10
52 H 0.13
53 C 0.00
54 C -0.31
55 C -0.13
56 O 0.06
57 C -0.42
58 O 0.09
59 O 0.05
60 H 0.07
61 H 0.10
62 H 0.07
63 H 0.13
64 H 0.12
65 H 0.12
66 C -0.17
67 C -0.17
68 C -0.17
69 O -0.14
70 C -0.20
71 H 0.10
72 H 0.09
73 H 0.08
74 H 0.11
75 H 0.11
76 H 0.12
77 H 0.11
78 H 0.12
79 C -0.20
80 C -0.14
81 C -0.17
82 O -0.14
83 C -0.22
84 H 0.10
85 H 0.11
86 H 0.12
87 H 0.11
88 H 0.12
89 H 0.11
90 H 0.12
91 H 0.11
92 C -0.16
93 C -0.15
94 C -0.19
95 O -0.14
96 C -0.19
97 H 0.10
98 H 0.11
99 H 0.10